Record 1
C10H24Cl2InNOP2 | wB97M-V/def2-TZVPD

```
41
Properties=species:S:1:pos:R:3:forces:R:3:lowdin_charge:R:1
C -2.5357 -3.4457 -1.0332 -1.2231 -0.7190 0.2808 0.0152
C -1.2838 -2.8200 -0.9668 4.9928 2.2074 -0.6260 -0.1334
H -2.4205 -4.5404 -1.1584 0.1720 0.3849 0.0391 0.1548
H -3.0714 -3.0358 -1.9142 0.1204 -0.0052 0.4714 0.1544
H -3.0551 -3.1997 -0.0838 -0.0042 -0.1378 -0.5849 0.1102
O -0.1866 -2.4587 -1.0817 -4.3813 -1.6189 0.5730 0.2734
Cl -2.4401 -0.6578 0.3752 0.0447 -0.1232 -0.0230 0.1024
In -0.4879 1.1584 0.7051 -0.7923 -0.5546 -0.1233 0.0632
P -0.8296 1.2660 -1.9134 -0.0026 0.3463 -0.5274 0.7450
C 0.6567 0.9444 -2.9192 0.1953 -0.0098 0.0917 -0.2389
C -2.1307 0.2366 -2.6808 -0.3946 -0.2025 0.3559 -0.2709
H -2.5688 0.7290 -3.5601 0.3132 -0.0661 0.2208 0.0719
H -1.7478 3.0089 -3.3369 0.1762 -0.0092 0.2726 0.0689
H -2.9144 0.0553 -1.9333 0.1419 0.2219 -0.3728 -0.0136
H -2.1447 3.2626 -1.6079 0.1230 -0.0037 -0.1657 0.0567
H 0.8417 -0.1395 -2.9500 -0.0091 0.3282 -0.0326 0.0501
H -1.7397 -0.7423 -2.9767 0.1049 0.1975 -0.0433 0.0379
C -1.3579 2.9634 -2.3106 0.0341 0.0731 0.1317 -0.2349
H 0.5211 1.3215 -3.9434 0.0229 -0.1352 0.3023 0.0743
H -0.5137 3.6550 -2.2025 -0.1946 -0.1144 -0.0039 0.0651
H 1.5288 1.4336 -2.4609 -0.2788 -0.1214 -0.2320 0.0321
P 0.3203 -0.7118 2.3704 0.1976 -0.0439 0.5543 0.7397
C 2.0373 -1.2808 2.1682 0.0640 0.0849 -0.1701 -0.2381
C 0.1954 0.0012 4.0434 -0.0938 0.0907 -0.0701 -0.2319
H -1.7051 -2.0145 2.3360 0.3757 -0.1353 0.2942 -0.0073
H -0.5328 -2.6674 3.5411 0.0898 0.1572 -0.3882 0.0731
H -0.3275 -2.9883 1.7878 0.0571 0.0969 0.1679 0.0394
C -0.6484 -2.2486 2.5293 -0.4726 0.0214 -0.1899 -0.2698
H -0.7472 0.5599 4.1233 0.2368 -0.1341 0.0580 0.0562
H 0.2034 -0.8125 4.7835 0.0852 0.3167 -0.1953 0.0682
H 2.3793 -1.7652 3.0934 -0.0414 0.1161 -0.2869 0.0739
H 2.6835 -0.4234 1.9279 -0.1345 -0.3522 0.1623 0.0351
H 1.0287 0.6880 4.2234 -0.1615 -0.0798 0.0162 0.0660
H 2.0722 -2.0037 1.3370 0.0866 0.2579 0.3035 0.0550
Cl -1.4829 2.9751 1.7897 0.3097 -0.4412 -0.2720 0.0515
C 4.2074 2.3846 -0.1100 0.5343 -0.0134 -0.0647 -0.0068
C 2.8188 2.0910 0.1626 -2.7629 -0.3977 0.6200 -0.1469
N 1.6942 1.8608 0.3876 2.8533 0.5007 -0.5790 0.1126
H 4.7820 1.4431 -0.0715 -0.1698 0.4112 -0.0246 0.1134
H 4.6002 3.0880 0.6424 -0.1883 -0.2619 -0.2707 0.1193
H 4.3013 2.8300 -1.1120 -0.0262 -0.1325 0.3309 0.1137
```
Forces are in eV/Å.

Results
**Kohn-Sham gap**: 8.42 eV
**Charge**: +2
**E**: -63080.4228 eV
**Lowest unoccupied orbital energy**: -7.3 eV
**Energy above the lowest of the compared OMol25 structures with the same formula, charge and spin**: 0.081 eV



Record 2
C10H24IO2P2V | wB97M-V/def2-TZVPD

```
40
Properties=species:S:1:pos:R:3:forces:R:3:lowdin_spin:R:1
C -0.2025 -0.0213 -5.9360 0.2608 -0.0584 -0.1298 0.0037
I -0.7376 0.1133 -3.8488 -0.1047 -0.0152 0.1288 0.0077
H 0.8783 0.0817 -5.9965 -0.1552 -0.0103 0.0390 0.0000
H -0.7134 0.7892 -6.4502 0.0001 -0.0589 0.2106 0.0003
H -0.5345 -0.9946 -6.2893 -0.0005 0.1111 0.1614 0.0001
V 0.0000 0.0000 0.0000 4.5073 0.0703 0.2308 2.0208
P 0.1286 2.3096 -0.1455 -0.0949 4.0162 -0.1662 0.0051
C -1.4224 3.2312 -0.4650 -0.0786 -0.4209 0.0114 0.0098
C 0.7936 3.1054 1.3645 0.0492 -0.3769 0.0420 -0.0004
H 0.9159 4.1846 1.2216 -0.0840 -0.2321 -0.1147 -0.0003
H 1.3521 3.9947 -1.4371 -0.0902 -0.2090 0.1710 -0.0005
H 1.7582 2.6450 1.5927 -0.0485 0.1724 0.0991 0.0002
H 2.2319 2.4369 -1.3073 0.0462 0.1847 -0.1195 0.0002
H -2.1404 3.0195 0.3320 0.0256 0.1084 -0.0533 -0.0001
H 0.1119 2.9202 2.1988 0.1238 0.1328 -0.0529 -0.0001
C 1.2558 2.9037 -1.4617 0.0392 -0.5602 -0.0880 -0.0005
H -1.2369 4.3094 -0.5108 0.0808 -0.2211 0.0318 0.0008
H 0.8689 2.5910 -2.4351 0.0710 0.0645 0.0752 0.0001
H -1.8545 2.8961 -1.4119 0.0189 0.1008 0.0376 -0.0001
P 0.1589 -2.3041 0.1961 -0.0405 -3.9973 0.4530 0.0056
C -1.3790 -3.2832 0.0144 -0.0755 0.4115 -0.0579 0.0098
C 1.2976 -3.0702 -1.0172 0.0156 0.5826 -0.1741 -0.0001
H 1.7886 -2.3594 1.9654 -0.0479 -0.1552 0.1235 0.0002
H 0.9654 -3.9469 1.8254 -0.0878 0.2089 -0.1475 -0.0003
H 0.1444 -2.5618 2.6049 0.1263 -0.1379 -0.0334 -0.0001
C 0.8300 -2.8600 1.8073 0.0443 0.3795 -0.0183 -0.0006
H 2.2664 -2.5711 -0.9339 0.0445 -0.2043 -0.0940 0.0002
H 1.4099 -4.1438 -0.8309 -0.0980 0.2288 0.1166 -0.0005
H -1.1789 -4.3540 0.1253 0.0753 0.2227 0.0006 0.0008
H -1.8142 -3.0949 -0.9708 0.0142 -0.0949 0.0595 -0.0001
H 0.9082 -2.9113 -2.0264 0.0782 -0.0595 0.0614 0.0002
H -2.1009 -2.9680 0.7726 0.0262 -0.1118 -0.0375 -0.0001
C -1.7970 -0.0329 -0.2906 -8.8708 -0.1593 -1.4386 0.1170
O -2.9522 -0.0539 -0.4778 4.8343 0.0913 0.8029 0.1684
C -0.9529 0.2213 3.0154 -1.2382 -0.0200 -0.1561 -0.0329
C 0.2358 0.1584 2.1115 1.9135 0.1831 2.1938 -0.1533
O 1.3590 0.1980 2.5874 -1.7271 -0.1676 -2.1430 -0.1618
H -1.8860 0.1738 2.4210 0.2993 0.0399 0.5202 0.0029
H -0.9388 1.1700 3.5905 0.0763 -0.5506 -0.2330 -0.0010
H -0.9322 -0.6320 3.7243 0.0713 0.5120 -0.3122 -0.0009
```
Forces are in eV/Å.

Results
**Kohn-Sham gap (spin up / spin down)**: 6.35 / 6.50 eV
**2S+1**: 3
**Charge**: +2
**E**: -67202.3078 eV
**Lowest unoccupied orbital energy (spin up / spin down)**: -9.2 / -9.1 eV